{
  "formula": "C3H7N3",
  "method": "ωB97M-V/def2-TZVPD",
  "symbols": ["N", "C", "C", "N", "C", "N", "H", "H", "H", "H", "H", "H", "H"],
  "xyz": [[1.505380, 1.130715, 0.521829], [0.346230, 0.319537, 0.867048], [-0.566560, 0.136959, -0.303145], [-0.146148, 0.527002, -1.457420], [-1.644273, -2.355889, -0.114583], [-2.346023, -3.292808, -0.141698], [1.448240, 2.050922, 0.942817], [2.369565, 0.704855, 0.832695], [-0.242935, 0.707307, 1.707833], [0.624904, -0.703955, 1.146461], [-1.455570, -0.522253, -0.203608], [0.782554, 0.953541, -1.497354], [-0.675365, 0.344067, -2.300874]],
  "forces_ev_per_angstrom": [[0.1, 0.0, 0.2], [-0.2, -0.1, 0.0], [0.2, 0.0, -0.2], [-0.1, -0.1, 0.2], [-0.7, -1.1, 0.0], [0.7, 0.8, 0.0], [0.0, -0.1, -0.1], [-0.1, 0.0, 0.0], [0.1, 0.0, -0.1], [-0.1, 0.1, 0.0], [0.1, 0.3, 0.0], [-0.1, 0.0, 0.0], [0.0, 0.0, 0.1]],
  "mulliken_charge": [-0.601, -0.167, -0.204, -0.225, -0.304, -0.463, 0.204, 0.224, 0.310, 0.312, 0.346, 0.304, 0.264],
  "orbital_gap_ha": 0.303,
  "energy_ha": -282.67590,
  "e_above_lowest_kcal_mol": 61.7
}

{
  "formula": "C3H7N3",
  "method": "ωB97M-V/def2-TZVPD",
  "symbols": ["N", "C", "C", "N", "C", "N", "H", "H", "H", "H", "H", "H", "H"],
  "xyz": [[2.798469, 1.314083, -0.716616], [1.840812, 0.827060, -0.277604], [0.666992, 0.212049, 0.301630], [0.748083, -1.281135, 0.254763], [-0.636004, 0.640725, -0.363034], [-1.692311, -0.153456, 0.229527], [0.806332, -0.178280, 1.386955], [-0.143231, -1.710908, 0.411201], [1.586891, -1.761785, 0.032271], [-0.767873, 1.717355, -0.248212], [-0.575003, 0.427358, -1.438793], [-2.247380, 0.394539, 0.865318], [-2.385775, -0.447602, -0.437400]],
  "forces_ev_per_angstrom": [[-1.2, -0.6, 0.5], [1.3, 0.6, -0.3], [0.7, -2.4, 1.5], [-0.1, -1.0, -1.8], [0.3, 0.2, 0.3], [-1.0, 0.0, 0.1], [-0.7, 3.7, -0.3], [0.1, -0.3, -0.1], [0.2, -0.3, -0.3], [-0.1, 0.1, 0.0], [0.2, 0.0, 0.3], [0.1, 0.2, 0.5], [0.1, -0.2, -0.5]],
  "mulliken_charge": [-0.431, 0.105, 0.168, -0.555, -0.351, -0.571, 0.193, 0.221, 0.164, 0.323, 0.323, 0.204, 0.207],
  "orbital_gap_ha": 0.346,
  "energy_ha": -282.69205,
  "e_above_lowest_kcal_mol": 51.6
}

{
  "formula": "C3H7N3O",
  "method": "ωB97M-V/def2-TZVPD",
  "symbols": ["C", "C", "C", "N", "N", "N", "O", "H", "H", "H", "H", "H", "H", "H"],
  "xyz": [[0.934110, 0.644267, -0.132684], [-1.165425, -0.317219, 0.252103], [-0.138635, -1.476187, -0.050739], [-0.682707, 0.986110, -0.103470], [1.119895, -0.641896, 0.001810], [1.877566, 1.577663, 0.017479], [2.274332, -1.213604, 0.137863], [-2.164333, -0.614313, -0.230982], [-1.465665, -0.305785, 1.328622], [0.056342, -2.413248, 0.663505], [-0.371771, -2.106759, -0.968861], [-0.767738, 1.155992, -1.130416], [1.925701, 2.060133, 0.937554], [2.838460, 1.226262, -0.285163]],
  "forces_ev_per_angstrom": [[-4.2, -1.0, 1.6], [-3.0, -2.9, 0.7], [0.4, -1.1, 0.8], [4.8, -0.4, -1.8], [0.0, -0.8, -1.0], [2.7, 0.8, -0.2], [-0.4, 0.4, -0.1], [1.4, 0.8, 0.3], [0.7, 0.0, -0.6], [-0.7, 2.7, -0.6], [0.8, 1.6, 0.3], [-0.5, -0.1, 1.0], [-0.3, -0.5, -1.1], [-1.8, 0.5, 0.8]],
  "mulliken_charge": [0.156, -0.330, -0.518, -0.445, 0.451, -0.487, -0.736, 0.326, 0.210, 0.269, 0.242, 0.299, 0.258, 0.305],
  "orbital_gap_ha": 0.323,
  "energy_ha": -357.89028,
  "e_above_lowest_kcal_mol": 100.1
}

{
  "formula": "C3H7N3O",
  "method": "ωB97M-V/def2-TZVPD",
  "symbols": ["C", "C", "N", "N", "C", "N", "O", "H", "H", "H", "H", "H", "H", "H"],
  "xyz": [[0.454643, 1.638596, -0.043626], [0.148940, 0.166471, -0.035229], [-1.039023, -0.401984, 0.099049], [-2.067365, 0.431126, 0.360715], [1.281181, -0.800385, -0.304597], [0.812923, -2.104310, -0.399476], [2.459085, -0.506621, -0.202178], [1.514927, 1.813360, 0.153379], [-0.116536, 2.166233, 0.724689], [0.205363, 2.052515, -1.025094], [-2.957479, -0.068052, 0.306059], [-2.010656, 0.833625, 1.299783], [-0.150021, -2.347069, -0.602440], [1.464018, -2.873504, -0.331035]],
  "forces_ev_per_angstrom": [[-0.1, -0.2, 0.6], [-2.0, -0.8, -0.3], [3.5, 0.5, -0.7], [-1.8, 1.0, 0.6], [-0.8, -1.6, 1.3], [0.8, 0.1, -0.5], [-0.6, 0.0, -0.4], [-0.1, -0.2, -0.1], [0.0, 0.0, -0.2], [-0.1, 0.0, 0.1], [0.6, 0.0, 0.1], [0.1, 0.2, -0.4], [0.4, 0.6, 0.3], [0.1, 0.4, -0.2]],
  "mulliken_charge": [-0.974, 0.708, -0.166, -0.681, 0.246, -0.349, -0.600, 0.306, 0.330, 0.244, 0.258, 0.222, 0.245, 0.212],
  "orbital_gap_ha": 0.352,
  "energy_ha": -357.99735,
  "e_above_lowest_kcal_mol": 33.0
}

{
  "formula": "C3H7N3O",
  "method": "ωB97M-V/def2-TZVPD",
  "symbols": ["O", "N", "C", "N", "C", "C", "N", "H", "H", "H", "H", "H", "H", "H"],
  "xyz": [[-1.990681, -0.668889, 1.832918], [-0.935707, 0.246297, 1.217177], [-0.231557, 0.179020, 0.006939], [0.492012, 1.370033, -0.109319], [1.623163, 0.861047, -1.041426], [1.351755, -0.733377, -1.296586], [-0.114700, -0.911873, -0.724822], [-2.626957, -0.820004, 1.082744], [-0.873282, 1.202690, 1.668993], [2.727273, 1.054849, -0.688256], [1.389460, 1.185175, -2.023765], [1.929863, -1.721153, -0.973314], [0.917320, -0.604172, -2.375341], [-0.089642, -1.717607, -0.049222]],
  "forces_ev_per_angstrom": [[1.3, 1.4, -2.9], [-1.1, 0.0, 1.2], [0.3, 6.4, 4.2], [-0.1, -5.3, -1.7], [0.5, -1.5, 2.0], [-3.0, 0.0, -1.9], [2.4, -2.5, 1.0], [0.7, 0.3, 1.0], [-0.5, -1.9, -0.7], [-2.3, 0.0, -0.6], [0.7, 1.2, -0.7], [-0.7, 2.7, -1.0], [2.3, -1.6, 1.2], [-0.5, 0.7, -1.0]],
  "mulliken_charge": [-0.438, -0.182, 0.456, -0.641, -0.346, -0.474, -0.415, 0.340, 0.281, 0.266, 0.262, 0.329, 0.249, 0.311],
  "orbital_gap_ha": 0.327,
  "energy_ha": -357.84114,
  "e_above_lowest_kcal_mol": 131.0
}

{
  "formula": "C3H7N3O",
  "method": "ωB97M-V/def2-TZVPD",
  "symbols": ["C", "N", "C", "N", "C", "N", "O", "H", "H", "H", "H", "H", "H", "H"],
  "xyz": [[1.215634, 1.218559, -0.397898], [1.256320, -0.152057, 0.035756], [0.176854, -0.828650, 0.064744], [0.223736, -2.186504, 0.333520], [-1.237897, -0.275286, 0.014276], [-1.369570, 1.139846, -0.001066], [-2.195764, -0.973838, 0.264189], [2.190523, 1.689660, -0.217360], [0.284399, 1.666534, 0.073373], [0.989934, 1.290600, -1.471949], [-0.570070, -2.540337, 0.849193], [1.119015, -2.433918, 0.737718], [-1.487271, 1.578164, -0.908426], [-2.091871, 1.423778, 0.640982]],
  "forces_ev_per_angstrom": [[-0.5, 0.6, 0.1], [-0.3, -0.4, -0.4], [0.3, 0.1, 0.2], [0.0, 0.1, 0.2], [-0.6, 0.1, 0.3], [-0.9, -0.3, 0.0], [0.5, -0.1, 0.1], [-0.5, 0.0, 0.1], [2.2, 0.4, -0.2], [0.3, -0.1, 0.0], [0.0, 0.0, -0.2], [-0.1, -0.1, -0.1], [0.2, -0.1, 0.1], [-0.6, -0.1, -0.2]],
  "mulliken_charge": [-0.841, -0.566, 0.379, -0.502, 0.508, -0.502, -0.542, 0.279, 0.488, 0.247, 0.263, 0.276, 0.280, 0.232],
  "orbital_gap_ha": 0.340,
  "energy_ha": -357.99038,
  "e_above_lowest_kcal_mol": 37.3
}

{
  "formula": "C3H7N3O",
  "method": "ωB97M-V/def2-TZVPD",
  "symbols": ["H", "N", "C", "N", "O", "N", "C", "C", "H", "H", "H", "H", "H", "H"],
  "xyz": [[-1.483109, -2.058743, 0.060018], [-2.217998, -1.347576, 0.065680], [-1.688233, -0.227035, -0.019656], [-2.353497, 0.952267, 0.060032], [-0.310787, 0.010426, -0.095272], [0.441103, -1.133376, -0.067554], [1.666562, -0.795685, -0.024878], [2.159452, 0.622111, 0.055492], [-1.980105, 1.791022, -0.320882], [-3.349882, 0.816996, -0.034622], [2.350281, -1.616936, 0.010716], [1.802913, 1.244603, -0.820976], [1.738644, 1.075900, 0.987184], [3.224656, 0.666026, 0.144718]],
  "forces_ev_per_angstrom": [[-0.4, 0.1, 0.0], [-0.4, -1.2, -0.1], [1.4, 0.1, 0.2], [-0.9, -0.1, 0.2], [-1.2, 1.0, -0.1], [0.7, -0.2, -0.1], [-0.2, 0.4, 0.1], [-1.2, 0.6, 0.0], [0.4, 0.3, -0.3], [0.1, 0.2, 0.0], [0.3, -0.4, 0.0], [0.4, -0.7, 1.0], [0.2, -0.2, -0.8], [0.6, 0.0, -0.2]],
  "mulliken_charge": [0.354, -0.687, 0.495, -0.429, -0.069, -0.581, -0.027, -0.838, 0.214, 0.267, 0.474, 0.240, 0.247, 0.341],
  "orbital_gap_ha": 0.376,
  "energy_ha": -357.96520,
  "e_above_lowest_kcal_mol": 53.1
}

{
  "formula": "C3H7N3O",
  "method": "ωB97M-V/def2-TZVPD",
  "symbols": ["H", "N", "C", "N", "C", "O", "N", "C", "H", "H", "H", "H", "H", "H"],
  "xyz": [[-4.101665, -0.412379, -0.514272], [-3.353007, -0.295073, 0.163608], [-2.245175, -0.142984, -0.438202], [-1.084619, 0.030157, 0.290788], [0.172418, 0.074960, -0.305048], [0.321779, 0.083408, -1.515565], [1.195535, 0.103585, 0.595206], [2.578365, 0.143298, 0.180412], [-2.063575, -0.131518, -1.514815], [-1.192792, -0.006138, 1.294901], [0.992975, 0.093007, 1.581467], [2.602775, 0.110644, -0.909056], [3.125893, -0.721060, 0.571360], [3.051092, 1.070099, 0.519213]],
  "forces_ev_per_angstrom": [[0.0, 0.0, 0.1], [0.2, 0.0, -0.3], [-0.1, 0.0, 0.0], [-0.1, 0.0, 0.0], [0.0, 0.0, -0.1], [0.0, 0.0, 0.4], [-0.1, 0.0, 0.0], [0.1, 0.0, -0.1], [-0.1, 0.0, 0.1], [0.0, 0.0, -0.1], [0.0, 0.0, -0.1], [0.0, 0.0, 0.1], [0.0, 0.2, 0.0], [0.1, -0.2, -0.1]],
  "mulliken_charge": [0.261, -0.656, 0.023, -0.261, 0.661, -0.641, -0.214, -0.796, 0.327, 0.250, 0.194, 0.303, 0.278, 0.272],
  "orbital_gap_ha": 0.381,
  "energy_ha": -358.04621,
  "e_above_lowest_kcal_mol": 2.3
}

{
  "formula": "C3H7N3O",
  "method": "ωB97M-V/def2-TZVPD",
  "symbols": ["H", "N", "C", "N", "C", "O", "N", "C", "H", "H", "H", "H", "H", "H"],
  "xyz": [[0.846435, -3.383388, -2.314090], [0.583625, -3.008150, -1.406732], [0.471706, -1.744909, -1.476713], [0.128489, -1.023285, -0.351568], [0.017486, 0.363521, -0.348891], [0.124415, 1.033889, -1.362010], [-0.222890, 0.874246, 0.890804], [-0.427720, 2.283891, 1.119588], [0.619937, -1.105458, -2.349457], [-0.021688, -1.566023, 0.487411], [-0.231083, 0.261127, 1.689218], [-0.440151, 2.791507, 0.155041], [0.380715, 2.708709, 1.725256], [-1.394105, 2.428685, 1.609409]],
  "forces_ev_per_angstrom": [[0.0, 0.0, 0.1], [0.0, 0.3, -0.2], [0.0, -0.1, 0.0], [0.0, -0.1, 0.0], [0.0, 0.1, -0.1], [0.0, -0.2, 0.3], [0.1, -0.1, 0.0], [-0.1, 0.2, 0.0], [0.0, -0.1, 0.1], [0.0, 0.1, -0.1], [0.0, 0.0, -0.1], [0.0, -0.1, 0.1], [-0.2, 0.0, 0.0], [0.2, 0.2, 0.0]],
  "mulliken_charge": [0.262, -0.657, 0.029, -0.261, 0.657, -0.640, -0.216, -0.801, 0.326, 0.246, 0.198, 0.305, 0.272, 0.280],
  "orbital_gap_ha": 0.381,
  "energy_ha": -358.04606,
  "e_above_lowest_kcal_mol": 2.4
}

Question: Number 2 is which compound?
Answer: C3H7N3